{
  "formula": "C5H8N2",
  "method": "the ωB97M-V functional and the def2-TZVPD basis",
  "species": ["C", "C", "C", "C", "C", "H", "H", "H", "H", "H", "H", "H", "H", "N", "N"],
  "xyz": [[0.731218, -0.293640, -0.925113], [-0.740085, -0.526629, -0.765615], [-1.551992, -0.961754, 0.516834], [0.472271, 1.194479, 1.055192], [1.235923, 0.136152, 0.470786], [1.323797, -1.073637, -1.134947], [0.677546, 0.496049, -1.784565], [-0.950995, -0.994150, -1.677889], [-0.957818, 0.493652, -1.109000], [-2.246390, -1.731933, 0.308077], [0.759734, 2.196186, 0.958350], [1.405365, -0.680166, 1.262307], [2.126455, 0.750224, -0.044301], [-1.456724, -0.131982, 1.533282], [-0.828307, 1.127148, 1.336601]],
  "atomic_forces_ev_per_a": [[-2.3, 2.6, 2.0], [-1.5, 0.7, -0.7], [3.4, 4.6, -1.1], [-5.9, 0.0, 0.2], [4.0, 1.1, -1.6], [1.9, -3.1, -1.4], [1.5, -1.2, 1.7], [-1.4, -1.7, -1.1], [-1.7, 0.0, 1.2], [-0.6, -1.0, 1.1], [0.7, 1.4, 0.1], [0.3, 0.8, -1.8], [-0.3, -1.7, 2.5], [-0.8, -1.4, -1.5], [2.7, -1.1, 0.3]],
  "homo_lumo_gap_ev": 9.9,
  "smiles": "C1=NN=CCCC1",
  "de_lowest_kj_mol": 455.1,
  "e_tot_ha": -304.66217,
  "e_homo_ev": -9.1,
  "total_charge": 0
}